{
  "formula": "C6H11N2S",
  "method": "ωB97M-V/def2-TZVPD",
  "elements": ["C", "C", "C", "C", "C", "C", "N", "N", "S", "H", "H", "H", "H", "H", "H", "H", "H", "H", "H", "H"],
  "xyz": [[1.2347, -0.0795, -3.1690], [0.3578, 0.7753, -2.4542], [2.2195, -0.6479, -2.3804], [0.7615, 0.9792, -1.2029], [-1.7695, -1.2590, 0.3332], [-0.6082, 0.6573, 1.2051], [0.1907, 1.2111, 2.1998], [-0.4646, -0.7698, 0.8614], [2.1551, -0.0317, -0.7457], [1.1611, -0.0074, -4.2815], [-0.4225, 1.2475, -2.9148], [3.1722, -1.1537, -2.5777], [-2.6140, -1.1948, 1.1010], [-2.0130, -0.7530, -0.5860], [-1.4213, -2.3523, 0.1085], [-0.6789, 1.2198, 0.2307], [-0.0035, 2.2537, 2.2468], [1.1914, 0.9841, 2.3421], [0.2638, -0.8165, 0.0682], [0.0200, -1.2960, 1.6663]],
  "atomic_forces_ev_per_a": [[1.308, -0.289, -0.770], [1.318, -0.563, 0.696], [0.073, 0.718, -0.260], [0.954, -0.854, 1.485], [0.416, -3.497, 1.123], [1.967, 1.043, -0.399], [-0.785, 1.076, -0.738], [1.778, 0.865, 0.947], [-1.127, 0.779, -0.785], [0.351, -0.889, 1.074], [-1.999, 1.165, -1.008], [-0.787, 0.009, -0.492], [1.461, -0.117, -1.078], [0.083, 0.299, -0.140], [-1.702, 1.655, 0.127], [-0.625, -0.012, 0.558], [0.604, -1.881, 0.134], [-0.931, -0.036, -0.112], [-0.806, -0.037, 0.925], [-1.552, 0.566, -1.286]],
  "mulliken_charge": [-0.53, -0.22, -0.19, -0.22, -0.67, -0.37, -0.44, -0.09, -0.11, 0.33, 0.54, 0.39, 0.32, 0.31, 0.36, 0.47, 0.32, 0.26, 0.13, 0.41],
  "homo_energy_ha": [-0.458, -0.475],
  "lumo_energy_ev": [-5.18, -4.33],
  "e_above_lowest_kj_mol": 623.2,
  "orbital_gap_ev": [7.279, 8.602],
  "total_energy_ev": -20203.6939,
  "charge": 1
}